# C35H86Br6N9O18P3

A structure of composition C35H86Br6N9O18P3 (ωB97M-V/def2-TZVPD, the Open Molecules 2025 dataset).

CARTESIAN COORDINATES (ANGSTROEM)
C1 -10.90206 1.87725 1.63207
Br1 -11.02437 0.86924 -0.05371
Br2 -11.61131 3.68417 1.53704
Br3 -8.99887 2.01727 2.37994
H1 -11.45877 1.34371 2.40247
C2 3.65290 -8.18901 1.65435
Br4 1.74973 -8.26816 1.09391
Br5 4.70869 -6.83285 0.61283
Br6 4.41032 -10.00420 1.59667
H2 3.64164 -7.87643 2.69852
O1 -3.84655 -6.68839 -10.32227
P1 -2.80481 -5.66383 -10.65112
N1 -1.70557 -6.19066 -11.82532
C3 -0.54866 -6.94879 -11.56005
C4 -2.09439 -6.34850 -13.23269
N2 -1.82523 -5.06358 -9.39168
C5 -2.37056 -5.37438 -8.00169
C6 -0.90545 -3.88120 -9.35241
N3 -3.35464 -4.23282 -11.33862
C7 -4.77109 -3.90079 -11.07050
C8 -2.53910 -3.14729 -11.81891
H3 -0.32381 -7.17737 -10.51826
H4 0.31045 -6.43218 -11.98803
H5 -0.46733 -7.90601 -12.07501
H6 -1.31669 -6.85469 -13.80456
H7 -2.18131 -5.41414 -13.78724
H8 -3.08857 -6.79214 -13.28668
H9 -1.64122 -6.01415 -7.50482
H10 -2.39067 -4.42570 -7.46530
H11 -3.35667 -5.82689 -8.10618
H12 -0.20574 -3.94285 -10.18591
H13 -1.41561 -2.93426 -9.52888
H14 -0.36005 -3.81032 -8.41134
H15 -5.07084 -2.89333 -11.35905
H16 -5.40836 -4.68206 -11.48475
H17 -4.93658 -3.91607 -9.99325
H18 -1.52465 -3.49000 -12.02276
H19 -2.66624 -2.23070 -11.24289
H20 -2.87718 -2.95013 -12.83623
O2 6.22534 -2.43130 -5.46048
P2 7.27964 -2.22297 -6.46245
N4 7.61451 -0.63314 -6.90917
C9 8.86958 -0.07148 -7.34134
C10 6.45889 0.27612 -7.16353
N5 7.08650 -3.08121 -8.00306
C11 6.26055 -4.32487 -8.05339
C12 8.01534 -2.88637 -9.10814
N6 8.78986 -2.72692 -5.89902
C13 9.38836 -1.92196 -4.83965
C14 9.00576 -4.20231 -5.68133
H21 8.94334 0.93222 -6.92274
H22 9.05265 -0.10919 -8.41520
H23 9.68244 -0.69212 -6.96430
H24 6.56134 0.62277 -8.19185
H25 6.42445 1.11079 -6.46337
H26 5.49669 -0.23502 -7.13197
H27 6.91583 -5.15802 -7.79928
H28 5.45340 -4.36065 -7.32173
H29 5.87838 -4.48381 -9.06174
H30 9.03844 -2.96319 -8.74006
H31 7.72044 -3.57436 -9.90048
H32 8.03052 -1.86455 -9.48730
H33 8.76016 -2.12637 -3.97266
H34 10.45095 -2.10066 -4.67508
H35 9.40145 -0.85105 -5.04234
H36 8.26487 -4.64710 -5.01699
H37 10.00528 -4.41712 -5.30329
H38 8.99833 -4.68810 -6.65707
O3 -2.29274 9.70401 3.86571
P3 -2.74372 10.41884 5.09563
N7 -2.26648 9.83660 6.69156
C15 -2.14851 8.40709 6.74426
C16 -2.50260 10.54959 8.02129
N8 -4.53166 10.66874 5.18910
C17 -5.14734 11.46606 6.31687
C18 -5.41899 10.66948 3.98854
N9 -2.15599 12.00574 5.00575
C19 -0.75164 12.17110 5.39438
C20 -2.49958 12.86742 3.88183
H39 -1.93032 8.08748 5.72526
H40 -3.05411 7.90009 7.07736
H41 -1.33080 8.01022 7.34587
H42 -2.73265 11.60781 7.89743
H43 -1.58729 10.58634 8.61201
H44 -3.27065 10.03639 8.59993
H45 -6.15125 11.86761 6.17895
H46 -5.28928 10.85966 7.21144
H47 -4.51495 12.34100 6.46739
H48 -6.26895 10.01906 4.19499
H49 -5.71016 11.71470 3.88446
H50 -4.78262 10.42559 3.13787
H51 -0.54213 11.63361 6.31920
H52 -0.10932 11.69276 4.65497
H53 -0.41318 13.20566 5.45123
H54 -1.74253 12.88600 3.09783
H55 -2.51496 13.90076 4.22832
H56 -3.46048 12.63301 3.42375
C21 3.81231 2.57711 -1.04779
O4 2.55390 2.77526 -0.55362
C22 1.48474 2.93978 -1.23028
O5 1.44567 2.97510 -2.51055
O6 0.40749 3.13384 -0.35906
C23 -0.90633 3.36385 -0.85031
H57 4.52561 2.48830 -0.22839
H58 4.01949 3.35121 -1.78668
H59 3.71036 1.66654 -1.63818
H60 -1.54247 2.66558 -0.30639
H61 -1.02827 3.04195 -1.88453
H62 -1.24319 4.40045 -0.85895
C24 6.97339 -1.84026 5.03250
O7 7.69843 -2.99415 5.60541
C25 8.40963 -2.82840 6.69518
O8 8.40631 -1.74003 7.32977
O9 9.11544 -3.93646 6.83829
C26 10.09244 -3.90928 7.85527
H63 7.62606 -1.44017 4.25658
H64 6.71831 -1.03355 5.71972
H65 6.18826 -2.24756 4.39550
H66 9.78745 -3.52084 8.82696
H67 11.00983 -3.39057 7.57702
H68 10.37377 -4.92485 8.13379
C27 -0.23125 -2.34938 0.01687
O10 -1.18395 -1.83545 0.93100
C28 -0.91386 -1.86808 2.27998
O11 0.03484 -2.42411 2.85702
O12 -1.87504 -1.10635 2.78972
C29 -1.89508 -0.72938 4.11049
H69 -0.28036 -3.43723 -0.03089
H70 0.81542 -2.13430 0.23207
H71 -0.51546 -2.00055 -0.97593
H72 -1.24129 0.13641 4.21568
H73 -1.62484 -1.54857 4.77682
H74 -2.86535 -0.34093 4.41998
C30 -12.96973 -4.61175 6.45534
O13 -12.01289 -4.58227 7.46715
C31 -11.11986 -3.60840 7.50637
O14 -11.16755 -2.57713 6.85458
O15 -10.08486 -4.02342 8.37877
C32 -8.92972 -3.12824 8.61138
H75 -13.38870 -5.61316 6.35661
H76 -12.57809 -4.41633 5.45708
H77 -13.72925 -3.89196 6.76050
H78 -8.52430 -2.82847 7.64502
H79 -8.10085 -3.59329 9.14505
H80 -9.25103 -2.23373 9.14497
C33 -0.83911 0.96540 12.15496
O16 -0.97023 -0.00065 13.17000
C34 -1.48409 -1.28166 12.90142
O17 -1.86296 -1.71376 11.76319
O18 -1.41421 -1.95438 14.03416
C35 -1.84862 -3.33595 14.11543
H81 0.02719 0.69783 11.54996
H82 -0.56167 1.90419 12.63435
H83 -1.73807 1.19000 11.58091
H84 -1.12013 -4.14037 14.01389
H85 -2.66318 -3.55882 13.42628
H86 -2.21898 -3.42660 15.13656

Atoms 1-6, force components in eV/Å:
1.0 0.2 0.3
0.2 0.7 1.0
0.1 -0.6 -0.2
-1.5 -0.3 -0.8
0.2 0.1 -0.3
-0.2 0.0 -0.5

Output
**Orbital gap**: 0.2838 Eh
**LUMO**: -0.38 eV
**E_tot**: -536074.0307 eV

# C35H90BClI2N11O5P4

A cluster of 4 separate species, C35H90BClI2N11O5P4 in total (ωB97M-V/def2-TZVPD, the Open Molecules 2025 dataset).

CARTESIAN COORDINATES (ANGSTROEM)
C1 -3.44100 -1.23969 0.99211
C2 -2.39199 -0.35885 0.22759
C3 -1.53837 -1.13620 -0.79855
C4 -0.12489 -1.56570 -0.29893
C5 -0.07167 -2.86579 0.48782
C6 -0.61975 -2.86155 1.98618
C7 -0.34760 -1.58531 2.78752
C8 1.10314 -1.08739 2.76978
Cl1 -0.70228 -2.01274 4.52967
C9 -0.96725 -4.01406 -0.15475
C10 -0.37849 -5.44283 0.01525
C11 -1.06479 -6.21325 1.17136
I1 -3.21428 -6.27196 0.95091
C12 -0.44578 -7.63497 1.44378
C13 0.76848 -7.42251 2.42134
I2 -1.91810 -8.79421 2.55596
P1 -0.40840 -6.12192 -1.76434
C14 0.65169 -7.67204 -1.85668
O1 -1.93589 -6.65149 -2.11016
N1 1.07012 -5.10504 0.19779
C15 1.28671 -3.63689 0.60877
B1 2.59315 -3.21466 -0.24754
O2 2.49757 -2.90107 -1.56663
N2 3.96547 -3.21293 0.30944
C16 4.09888 -2.36914 1.49772
C17 4.44072 -4.57934 0.55133
H1 -3.19287 -1.26825 2.05567
H2 -4.46215 -0.92056 0.79236
H3 -3.34918 -2.25939 0.59804
H4 -3.00093 0.33873 -0.35873
H5 -1.80376 0.26642 0.90501
H6 -2.12077 -1.95344 -1.23246
H7 -1.34543 -0.43713 -1.62083
H8 0.24164 -0.71553 0.28525
H9 0.50794 -1.58523 -1.19149
H10 -1.68943 -3.06413 1.90207
H11 -0.20713 -3.69136 2.56771
H12 -1.02062 -0.76216 2.56358
H13 1.11219 -0.03803 3.08719
H14 1.70853 -1.62453 3.50362
H15 1.57697 -1.11264 1.78671
H16 -2.04184 -3.88199 -0.07717
H17 -0.79928 -3.83183 -1.23623
H18 -0.89790 -5.63695 2.08537
H19 -0.16571 -8.17654 0.54516
H20 1.05189 -6.36217 2.47582
H21 1.62444 -7.99385 2.05167
H22 0.45920 -7.70723 3.42364
H23 1.27776 -7.55998 -2.74282
H24 0.01164 -8.54972 -1.99811
H25 1.25367 -7.78142 -0.94958
H26 -1.90781 -7.25186 -2.87089
H27 1.41287 -5.09501 -0.78450
H28 1.68231 -5.80666 0.61979
H29 1.69301 -3.75354 1.62050
H30 3.26589 -2.35093 -1.79415
H31 5.13853 -2.45305 1.83873
H32 3.47400 -2.66831 2.35619
H33 3.92035 -1.31201 1.28337
H34 5.45707 -4.50186 0.95030
H35 4.55977 -5.08601 -0.41443
H36 3.79861 -5.16148 1.23982
O3 -5.39895 0.19320 -3.62766
P2 -5.02320 -0.35262 -4.99439
N3 -3.84187 -1.48523 -4.47637
C18 -2.69979 -1.92039 -5.25117
C19 -4.37171 -2.61249 -3.72855
N4 -4.22341 1.08044 -5.55053
C20 -2.91579 1.36952 -4.97541
C21 -5.08307 2.25854 -5.48888
N5 -5.10789 -1.00891 -6.65171
C22 -4.51733 -0.34554 -7.80530
C23 -6.48426 -1.42478 -6.99205
H37 -2.95985 -2.65903 -6.02165
H38 -1.96084 -2.37541 -4.58458
H39 -2.18948 -1.09172 -5.73701
H40 -4.84985 -3.36799 -4.36946
H41 -5.11881 -2.27680 -3.00678
H42 -3.57327 -3.09495 -3.15747
H43 -2.88974 1.25823 -3.88559
H44 -2.59618 2.38432 -5.21666
H45 -2.15162 0.72211 -5.40747
H46 -5.18644 2.64732 -4.47072
H47 -6.08632 2.02278 -5.85905
H48 -4.68502 3.04952 -6.12899
H49 -5.01231 0.59548 -8.06058
H50 -4.59583 -1.01459 -8.66822
H51 -3.45679 -0.15671 -7.66068
H52 -7.14584 -0.56321 -7.13352
H53 -6.90264 -2.04029 -6.18902
H54 -6.50200 -2.02874 -7.90031
O4 -0.33358 2.99438 -3.01772
P3 0.37512 4.04806 -2.18718
N6 0.52822 3.12746 -0.74372
C24 0.57066 3.65637 0.60386
C25 1.46888 2.02022 -0.85684
N7 -0.97107 5.13973 -2.07471
C26 -2.09200 4.78643 -1.21313
C27 -1.47034 5.52855 -3.39044
N8 1.49521 5.32172 -1.63126
C28 1.05782 6.64386 -1.20610
C29 2.63577 5.47120 -2.55797
H55 1.54547 4.08929 0.86213
H56 0.36002 2.85800 1.32056
H57 -0.19051 4.41399 0.77853
H58 2.51185 2.36704 -0.80577
H59 1.33604 1.49660 -1.80601
H60 1.30530 1.28667 -0.06231
H61 -2.42606 3.75029 -1.34568
H62 -2.94179 5.44384 -1.40460
H63 -1.84251 4.93863 -0.16157
H64 -2.08323 4.74706 -3.85232
H65 -0.63869 5.74474 -4.06940
H66 -2.06448 6.44212 -3.31382
H67 0.64634 7.24411 -2.02237
H68 1.91951 7.17801 -0.79353
H69 0.32367 6.58604 -0.40695
H70 2.33343 5.93489 -3.50342
H71 3.06683 4.49114 -2.78798
H72 3.42953 6.07363 -2.11417
O5 1.67054 4.42930 4.23013
P4 2.64686 4.37705 5.38966
N9 4.01128 5.05005 4.60055
C30 5.39330 4.75911 4.91803
C31 3.86815 6.47045 4.28884
N10 2.76956 2.63879 5.44227
C32 3.52166 1.95764 4.40002
C33 1.46553 2.00348 5.59596
N11 3.37412 4.50765 7.01395
C34 3.87896 3.36504 7.76086
C35 2.53422 5.33038 7.90950
H73 5.74476 5.27670 5.82004
H74 6.02885 5.06720 4.08460
H75 5.57232 3.69308 5.04935
H76 4.00943 7.09585 5.18170
H77 2.87524 6.67895 3.88750
H78 4.58843 6.77758 3.52902
H79 3.27644 2.31305 3.39065
H80 3.33509 0.88107 4.43683
H81 4.59643 2.06764 4.55396
H82 0.89753 1.98207 4.65810
H83 0.86211 2.53619 6.33725
H84 1.58460 0.97881 5.96000
H85 3.09123 2.67511 8.07723
H86 4.38622 3.73369 8.65766
H87 4.62416 2.81239 7.19444
H88 1.61346 4.80982 8.19489
H89 2.25146 6.26297 7.41090
H90 3.07392 5.60388 8.81687

Atoms 1-6, force components in eV/Å:
1.2 -0.1 -0.4
-1.4 -0.3 -0.5
0.5 0.8 0.4
-0.7 0.4 -0.5
-0.6 -3.1 2.2
-0.2 1.1 -0.7

Output
**Charge**: +1
**Orbital gap**: 0.2489 Eh
**LUMO**: -2.69 eV
**E_tot**: -130928.2193 eV

# C35H93N5O15

A cluster of 10 separate species, C35H93N5O15 in total (ωB97M-V/def2-TZVPD, the Open Molecules 2025 dataset).

CARTESIAN COORDINATES (ANGSTROEM)
C1 0.62228 -0.43423 -3.83385
C2 -0.29341 0.10829 -4.93451
C3 0.28872 -0.14930 -6.29885
O1 -0.84767 0.03452 -7.17757
C4 -0.46627 -0.26646 -8.55501
N1 -1.63084 -0.49007 -4.58957
H1 1.69822 -0.37830 -3.99925
H2 0.45115 -1.49886 -3.66706
H3 0.37209 -0.02886 -2.85242
H4 -0.30111 1.20041 -4.93453
H5 0.42536 -1.22747 -6.41359
H6 1.19416 0.34202 -6.65468
H7 -1.26626 0.13013 -9.18084
H8 -0.24717 -1.32214 -8.71243
H9 0.32218 0.38888 -8.92978
H10 -2.32716 -0.29156 -5.29575
H11 -2.07603 -0.11189 -3.76484
C5 -4.71540 -2.03930 -1.09983
C6 -4.31026 -3.44631 -0.57464
C7 -5.52272 -4.43343 -0.50522
O2 -6.72151 -3.94434 0.15704
C8 -6.58688 -3.86973 1.56586
N2 -3.15402 -3.98313 -1.22003
H12 -5.38947 -1.49938 -0.43624
H13 -5.25711 -2.24716 -2.02413
H14 -3.83511 -1.46268 -1.38348
H15 -3.89891 -3.25481 0.41966
H16 -5.36880 -5.43811 -0.10648
H17 -5.77095 -4.68057 -1.53852
H18 -7.47591 -3.35551 1.92851
H19 -5.72601 -3.29052 1.90398
H20 -6.41169 -4.91298 1.83394
H21 -2.37634 -3.34774 -1.32941
H22 -2.81429 -4.69328 -0.58561
C9 -2.76478 -1.87559 3.24099
C10 -1.90068 -2.56633 4.20823
C11 -2.42502 -3.95466 4.48525
O3 -3.76437 -3.84435 5.02192
C12 -4.39695 -5.10579 5.16553
N3 -0.52999 -2.74780 3.71164
H23 -2.34475 -1.00140 2.74073
H24 -3.74761 -1.61314 3.63054
H25 -2.84563 -2.46655 2.32638
H26 -1.84608 -2.00458 5.14101
H27 -1.75812 -4.40234 5.22485
H28 -2.44098 -4.62268 3.62271
H29 -3.79455 -5.97378 5.43828
H30 -4.92067 -5.42634 4.26277
H31 -5.18395 -5.05027 5.91803
H32 0.11269 -2.87813 4.48165
H33 -0.28428 -3.55551 3.15818
C13 4.00041 2.10782 3.04677
C14 2.56280 2.45465 3.42533
C15 1.84783 3.46051 2.52499
O4 2.15818 4.81151 2.73163
C16 1.97510 5.67618 1.58186
N4 1.88775 1.13821 3.28161
H34 4.21507 1.95946 1.98769
H35 4.31185 1.22623 3.60576
H36 4.65338 2.96979 3.19490
H37 2.53604 2.78608 4.46343
H38 0.79236 3.46120 2.80774
H39 1.92819 3.14405 1.48343
H40 1.90633 6.72840 1.85382
H41 1.05238 5.45270 1.04275
H42 2.77063 5.45488 0.86915
H43 0.88473 1.26398 3.22521
H44 2.06494 0.78853 2.34814
C17 0.26576 -1.88542 -0.60345
C18 1.74824 -1.62306 -0.57938
O5 2.12777 -0.42319 0.06181
O6 -0.29458 -2.15377 0.72272
H45 0.09369 -2.74172 -1.25529
H46 -0.15010 -0.99933 -1.08558
H47 2.04429 -1.50247 -1.62375
H48 2.33395 -2.46566 -0.20915
H49 2.99036 -0.60084 0.45028
H50 0.17905 -1.61374 1.36208
C19 0.30768 -6.11586 2.62164
C20 -0.70790 -6.39129 1.52909
O7 -1.37024 -5.17830 1.22341
O8 1.66806 -6.71563 2.59909
H51 0.06693 -6.40294 3.64635
H52 0.44656 -5.04132 2.72840
H53 -1.36003 -7.21631 1.81568
H54 -0.29107 -6.71040 0.57224
H55 -0.87552 -4.35671 1.15418
H56 1.58706 -7.66014 2.44424
C21 4.18579 -1.49631 2.62175
C22 3.92450 -3.01009 2.96194
O9 5.07255 -3.54635 3.56711
O10 4.57077 -1.44250 1.28852
H57 5.05344 -1.23104 3.22824
H58 3.37208 -0.82508 2.89718
H59 3.65448 -3.61499 2.09562
H60 3.11342 -3.02230 3.69247
H61 4.85709 -4.41412 3.91734
H62 5.14530 -0.68728 1.14071
C23 6.54266 1.44780 0.60520
C24 7.28367 2.54197 -0.22216
O11 6.81081 3.86570 -0.06195
O12 5.25229 1.17436 0.03434
H63 6.37155 1.66568 1.66023
H64 7.03246 0.47602 0.53996
H65 7.14100 2.17929 -1.24187
H66 8.37134 2.58773 -0.15541
H67 7.63153 4.27589 0.21957
H68 4.69952 1.88494 -0.30822
C25 3.82340 3.39549 -2.34573
C26 2.81779 2.33865 -2.95222
O13 3.32726 1.05803 -2.78582
O14 4.02209 3.37954 -0.94592
H69 3.55656 4.40271 -2.67094
H70 4.78987 3.21013 -2.81800
H71 2.54111 2.57924 -3.97783
H72 1.93326 2.27519 -2.31570
H73 3.22867 0.86574 -1.84926
H74 4.79725 3.90288 -0.72054
C27 -0.49826 2.00316 -0.20074
C28 -1.72616 2.80425 -0.71421
C29 -2.58159 3.28907 0.52872
C30 -3.69801 4.37887 0.10694
C31 -3.11198 5.53100 -0.72487
C32 -2.07029 5.14735 -1.79136
N5 -1.22819 3.99752 -1.44847
O15 -0.23818 3.65668 -2.43856
C33 -2.89502 4.82199 -3.05948
C34 -1.09149 6.38791 -2.02763
C35 -2.67851 1.85624 -1.44315
H75 -0.90673 1.04531 0.12736
H76 -0.13378 2.29982 0.78382
H77 0.29497 1.86178 -0.93252
H78 -3.08231 2.48839 1.07355
H79 -1.80554 3.59414 1.23223
H80 -4.19012 4.64678 1.04373
H81 -4.63460 4.06365 -0.35540
H82 -2.79129 6.40322 -0.15382
H83 -4.00073 5.94918 -1.19953
H84 -3.76545 4.22035 -2.80374
H85 -3.12318 5.76182 -3.56628
H86 -2.31585 4.46711 -3.91347
H87 -1.58736 7.24327 -2.48688
H88 -0.66787 6.66430 -1.06131
H89 -0.20005 6.24749 -2.63968
H90 -2.16942 1.40878 -2.29847
H91 -3.53456 2.33961 -1.91507
H92 -3.13922 1.07353 -0.84069
H93 0.54218 4.02751 -2.01797

Atoms 1-6, force components in eV/Å:
0.3 -0.4 0.3
0.4 0.6 1.9
-2.8 -2.8 -1.0
1.3 0.5 -1.9
-1.0 1.5 0.8
0.3 0.0 -1.6

Output
**SMILES string**: CC1(C)CCCC(C)(C)N1O.COC[C@H](C)N.COC[C@H](C)N.COC[C@H](C)N.COC[C@H](C)N.OCCO.OCCO.OCCO.OCCO.OCCO
**Orbital gap**: 0.3130 Eh
**LUMO**: 0.30 eV
**E_tot**: -75956.0833 eV

> Which value of orbital gap does entry 2 give?

0.2489 Eh